[1]
Here is 5 unconnected molecules or ions with the total composition C30H35Cl9I2N3O5S2 in a non-equilibrium geometry from OMol25. Energies are from ωB97M-V/def2-TZVPD.

Cartesian coordinates (Å):
C -2.815 -2.551 2.531
C -2.568 -2.269 1.154
C -2.300 -1.322 -0.199
C -3.546 -0.484 -0.934
C -5.090 -0.592 -0.389
O -5.578 -1.753 0.132
O -6.098 0.517 -0.455
C -7.185 0.097 -1.361
C -8.482 -0.576 -0.615
C -9.332 -1.374 -1.814
C -10.664 -2.150 -1.257
O -11.728 -2.010 -2.304
C -3.067 0.440 -2.241
C -4.228 1.354 -3.018
C -4.478 2.745 -2.123
O -3.624 3.211 -1.208
Cl -6.085 3.640 -2.466
C -1.469 0.432 -2.735
C -1.090 1.337 -4.071
C -0.911 2.939 -3.768
O -0.927 3.533 -2.573
N -0.399 -0.380 -1.984
C 1.071 -0.353 -2.429
I 1.620 -1.980 -3.856
C 2.073 0.658 -1.963
C 3.599 0.503 -2.627
I 1.586 2.226 -0.517
C -0.727 -1.267 -0.766
C 0.461 -2.171 -0.011
C 1.223 -1.332 1.197
C 2.853 -1.545 1.036
S 3.792 -0.027 1.620
C 5.577 -0.576 1.924
S 5.866 -2.104 2.684
N 6.800 0.219 1.526
C 8.219 -0.202 1.848
C 9.325 0.895 1.297
N 8.452 1.947 0.611
C 6.980 1.521 0.777
H -3.084 -3.107 3.550
H -7.521 1.042 -2.006
H -6.708 -0.728 -2.079
H -8.227 -1.390 0.189
H -9.190 0.237 -0.116
H -8.597 -2.139 -2.344
H -9.607 -0.562 -2.626
H -11.081 -1.752 -0.236
H -10.412 -3.312 -1.213
H -12.377 -2.787 -2.235
H -3.855 1.747 -4.076
H -5.216 0.761 -3.223
H -0.076 0.984 -4.593
H -1.923 1.186 -4.914
H -0.710 3.648 -4.705
H 3.985 -0.590 -2.455
H 3.421 0.610 -3.802
H 4.341 1.331 -2.259
H 0.007 -3.138 0.521
H 1.246 -2.609 -0.796
H 0.891 -0.206 1.224
H 0.947 -1.802 2.259
H 3.171 -2.470 1.702
H 3.119 -1.732 -0.102
H 8.627 -1.166 2.412
H 10.494 0.819 1.400
H 6.123 2.185 0.336
C 1.606 -3.520 -7.652
Cl 0.492 -4.778 -8.201
Cl 3.100 -4.224 -7.022
H 1.848 -2.866 -8.494
H 1.125 -2.939 -6.861
C 1.719 2.401 3.675
Cl 0.605 1.142 3.125
Cl 3.213 1.697 4.305
H 1.961 3.054 2.833
H 1.238 2.981 4.466
C 4.544 1.820 7.955
Cl 5.245 3.331 8.548
Cl 5.736 0.514 7.977
H 3.702 1.544 8.594
H 4.196 1.967 6.930
C 8.903 2.236 7.979
Cl 9.403 3.915 8.212
Cl 9.111 1.738 6.295
H 9.512 1.591 8.618
H 7.850 2.137 8.252

Values from the calculation:
Highest occupied orbital energy = -9.99 eV
Spin multiplicity = 1
LUMO energy = -5.500 eV
Charge = +1

Population analysis type Löwdin, resulting atomic charges in e: 0.126, -0.046, 0.010, 0.106, -0.180, 0.019, -0.117, -0.209, -0.160, -0.181, -0.227, -0.165, 0.035, -0.097, -0.574, -0.047, 0.587, 0.024, -0.094, -0.128, -0.101, -0.056, -0.679, 0.876, -0.631, -0.166, 0.917, 0.024, -0.129, -0.269, -0.464, 0.680, -0.880, 0.620, -0.169, -0.074, -0.063, -0.028, -0.085, 0.089, 0.129, 0.134, 0.120, 0.135, 0.121, 0.124, 0.127, 0.131, 0.110, 0.126, 0.117, 0.126, 0.136, 0.154, 0.066, 0.084, 0.088, 0.135, 0.090, -0.024, 0.130, 0.081, 0.083, 0.099, 0.107, 0.114, -1.049, 0.515, 0.493, 0.033, -0.033, -0.976, 0.547, 0.531, 0.017, 0.038, -1.011, 0.529, 0.531, 0.032, -0.028, -1.055, 0.499, 0.483, 0.033, -0.065


[2]
Here is a molecular structure, C30H35ClFN2O2ScSi2 in a non-equilibrium geometry from OMol25. Energies are from ωB97M-V/def2-TZVPD.

Cartesian coordinates (Å):
Sc 1.935 -0.315 0.756
Cl 0.462 2.831 7.346
C 1.152 2.239 5.913
C 2.194 2.927 5.248
C 2.654 2.547 3.981
C 2.189 1.310 3.350
O 2.616 0.937 2.208
C 1.185 0.562 4.096
C 0.763 -0.711 3.705
N 1.011 -1.322 2.558
C 0.505 -2.645 2.339
C -0.296 -3.365 3.197
C -0.873 -4.591 2.745
C -0.554 -5.140 1.538
C 0.297 -4.450 0.647
C 0.573 -4.973 -0.605
C 1.377 -4.219 -1.435
C 1.859 -2.973 -1.032
N 1.607 -2.483 0.176
C 0.867 -3.198 1.061
C 0.661 1.075 5.332
H 2.630 3.825 5.710
H 3.289 3.186 3.395
H 0.224 -1.229 4.475
H -0.650 -3.004 4.171
H -1.521 -5.157 3.416
H -0.894 -6.124 1.240
H 0.342 -5.982 -0.878
H 1.646 -4.559 -2.447
H 2.626 -2.457 -1.638
H -0.156 0.525 5.813
C -2.297 -1.379 -2.162
Si -2.973 0.062 -1.197
C -3.597 -0.347 0.560
C -4.279 0.945 -2.222
C -5.484 0.595 -2.788
C -6.085 1.348 -3.754
C -5.449 2.523 -4.179
C -4.214 2.906 -3.622
C -3.696 2.162 -2.600
Si -2.107 2.184 -1.579
C -0.753 2.553 -2.759
C -2.341 3.163 -0.014
H -2.630 -1.435 -3.230
H -2.638 -2.310 -1.704
H -1.187 -1.409 -2.132
H -2.938 -1.147 0.929
H -4.651 -0.657 0.559
H -3.532 0.478 1.241
H -6.043 -0.231 -2.394
H -7.037 1.045 -4.156
H -5.944 3.178 -4.872
H -3.756 3.845 -3.881
H 0.236 2.578 -2.256
H -0.939 3.475 -3.354
H -0.762 1.737 -3.539
H -1.385 3.682 0.246
H -2.595 2.504 0.840
H -3.118 3.983 -0.161
F 0.354 0.494 -0.155
C 3.985 2.027 -1.085
C 4.200 0.552 -1.398
C 3.816 0.106 -2.782
C 5.656 0.260 -1.028
O 3.367 -0.287 -0.493
H 4.623 2.680 -1.733
H 4.277 2.173 -0.011
H 2.965 2.383 -1.235
H 4.480 0.633 -3.508
H 2.753 0.304 -3.012
H 4.007 -1.011 -2.902
H 6.290 0.885 -1.687
H 5.879 -0.804 -1.241
H 5.820 0.507 0.070

Values from the calculation:
Highest occupied orbital energy (spin up / spin down) = 0.90 / 0.98 eV
Spin multiplicity = 1
ΔE to the lowest compared entry with this formula, charge and spin = 30.81 kJ/mol
LUMO energy (spin up / spin down) = 4.174 / 4.174 eV
Charge = -2

Population analysis type Löwdin, resulting atomic charges in e: 1.019, 0.598, -0.781, -0.185, -0.042, -0.365, -0.165, -0.166, -0.163, -0.037, -0.222, -0.081, -0.153, -0.117, -0.202, -0.122, -0.139, -0.194, -0.034, -0.162, -0.106, 0.074, 0.080, 0.080, 0.077, 0.075, 0.083, 0.075, 0.080, 0.082, 0.095, -0.199, 0.591, -0.183, -0.307, -0.120, -0.115, -0.095, -0.100, -0.314, 0.530, -0.213, -0.212, 0.038, 0.020, 0.033, 0.032, 0.021, -0.004, 0.093, 0.087, 0.079, 0.089, 0.024, 0.026, 0.051, 0.035, 0.017, 0.042, -0.486, -0.057, -0.687, -0.061, -0.066, -0.333, 0.082, 0.093, 0.071, 0.078, 0.089, 0.092, 0.072, 0.081, 0.104


[3]
Here is 5 unconnected molecules or ions with the total composition C30H35F4O3P from OMol25. Energies are from ωB97M-V/def2-TZVPD.

Cartesian coordinates (Å):
C -1.184 -3.156 0.951
C -1.247 -2.014 -0.072
C 0.135 -1.551 -0.564
C 0.281 -0.042 -0.528
O 1.587 0.340 -0.899
P 2.031 1.911 -0.421
C 2.568 3.709 0.115
C 2.669 3.808 1.589
O 3.672 3.933 2.223
O 1.432 3.731 2.228
H -0.297 -3.769 0.785
H -1.132 -2.758 1.967
H -2.065 -3.798 0.895
H -1.754 -1.157 0.386
H -1.865 -2.304 -0.922
H 0.938 -1.994 0.032
H 0.292 -1.878 -1.595
H -0.452 0.422 -1.206
H 0.047 0.312 0.494
H 2.153 1.454 0.908
H 3.143 1.791 -1.257
H 0.831 2.426 -0.940
H 3.523 3.986 -0.333
H 1.775 4.379 -0.227
H 1.348 2.886 2.687
F -2.398 2.828 -1.579
C -2.255 3.985 -0.897
C -1.455 3.993 0.227
C -1.301 5.183 0.926
C -1.949 6.333 0.495
C -2.750 6.293 -0.638
C -2.910 5.112 -1.349
H -0.966 3.082 0.544
H -0.667 5.203 1.802
H -1.828 7.259 1.041
H -3.256 7.189 -0.976
H -3.525 5.058 -2.237
F -3.512 -3.255 -2.702
C -4.393 -3.905 -1.910
C -4.778 -3.316 -0.722
C -5.680 -3.994 0.086
C -6.178 -5.230 -0.300
C -5.772 -5.796 -1.501
C -4.870 -5.132 -2.320
H -4.376 -2.351 -0.444
H -5.995 -3.549 1.021
H -6.881 -5.753 0.336
H -6.154 -6.762 -1.802
H -4.533 -5.553 -3.257
F 5.386 7.964 -1.961
C 5.983 7.185 -1.032
C 7.278 6.764 -1.253
C 7.881 5.963 -0.293
C 7.192 5.599 0.855
C 5.889 6.038 1.051
C 5.273 6.842 0.101
H 7.793 7.060 -2.157
H 8.897 5.622 -0.447
H 7.666 4.969 1.596
H 5.344 5.746 1.938
H 4.260 7.199 0.229
F -2.520 -6.232 -0.222
C -1.624 -7.057 0.359
C -0.277 -6.790 0.217
C 0.634 -7.647 0.817
C 0.192 -8.747 1.541
C -1.168 -8.988 1.669
C -2.093 -8.139 1.077
H 0.044 -5.929 -0.353
H 1.694 -7.452 0.720
H 0.907 -9.412 2.007
H -1.516 -9.844 2.233
H -3.158 -8.305 1.164

Values from the calculation:
Highest occupied orbital energy = -9.15 eV
Spin multiplicity = 1
ΔE to the lowest compared entry with this formula, charge and spin = 36.78 kJ/mol
Structure (SMILES) = CCCCO[PH3]CC(=O)O.Fc1ccccc1.Fc1ccccc1.Fc1ccccc1.Fc1ccccc1
LUMO energy = 0.523 eV
Charge = 0

Population analysis type Löwdin, resulting atomic charges in e: -0.095, -0.247, -0.189, -0.347, -0.435, 0.866, -0.259, -0.601, 0.110, 0.024, 0.055, 0.074, 0.054, 0.102, 0.082, 0.111, 0.117, 0.117, 0.104, 0.050, 0.042, 0.035, 0.078, 0.079, 0.106, 0.048, -0.287, -0.031, -0.079, -0.091, -0.082, -0.017, 0.096, 0.095, 0.102, 0.105, 0.118, 0.051, -0.290, -0.024, -0.080, -0.097, -0.085, -0.021, 0.114, 0.105, 0.100, 0.105, 0.119, 0.050, -0.290, -0.022, -0.086, -0.091, -0.083, -0.019, 0.115, 0.103, 0.102, 0.091, 0.118, 0.054, -0.284, -0.022, -0.081, -0.098, -0.085, -0.015, 0.112, 0.105, 0.100, 0.104, 0.117